{"formula": "C19H23IN5O4SYb", "method": "wB97M-V/def2-TZVPD", "elements": ["C", "I", "H", "H", "H", "C", "C", "N", "C", "N", "H", "H", "C", "C", "N", "H", "N", "H", "Yb", "C", "O", "C", "C", "H", "H", "H", "C", "H", "H", "H", "C", "H", "H", "H", "C", "H", "H", "H", "O", "C", "N", "S", "O", "O", "C", "C", "C", "C", "C", "C", "H", "H", "H", "H"], "positions_angstrom": [[1.668, 0.621, -3.856], [-3.237, -0.869, -3.885], [0.917, 0.178, -4.515], [2.299, -0.142, -3.377], [2.307, 1.278, -4.453], [-0.075, 3.862, 0.265], [-1.332, 3.451, 0.001], [-1.240, 2.322, -0.772], [0.075, 1.962, -0.913], [0.780, 2.983, -0.352], [0.258, 4.733, 0.815], [-2.271, 3.907, 0.266], [1.751, -2.034, 0.017], [0.970, -0.426, -1.335], [1.891, -0.739, -0.393], [0.466, -3.639, -0.792], [0.365, -1.655, -1.653], [2.367, -2.459, 0.796], [-1.954, -0.840, -1.446], [0.653, 0.935, -1.769], [1.046, 1.475, -2.933], [0.806, -2.616, -0.747], [-0.006, -2.098, -2.999], [-1.043, -2.493, -3.016], [0.672, -2.922, -3.310], [0.081, -1.276, -3.712], [3.002, 0.090, 0.021], [3.836, -0.574, 0.270], [2.729, 0.667, 0.911], [3.324, 0.750, -0.792], [2.213, 3.197, -0.373], [2.390, 4.278, -0.358], [2.651, 2.777, -1.286], [2.687, 2.762, 0.515], [-2.416, 1.771, -1.424], [-2.163, 1.311, -2.400], [-3.117, 2.590, -1.645], [-2.962, 1.089, -0.734], [-2.334, -2.365, 0.216], [-1.819, -1.646, 1.139], [-1.337, -0.406, 0.818], [-0.769, 0.441, 2.093], [0.652, 0.685, 1.962], [-1.613, 1.568, 2.406], [-1.045, -0.886, 3.206], [-0.718, -0.928, 4.559], [-1.003, -2.106, 5.269], [-1.607, -3.203, 4.621], [-1.926, -3.133, 3.264], [-1.637, -1.957, 2.563], [-0.257, -0.051, 5.009], [-0.755, -2.161, 6.334], [-1.829, -4.108, 5.187], [-2.392, -3.951, 2.719]], "nbo_charge": [-0.412, -0.665, 0.148, 0.175, 0.169, -0.074, -0.066, -0.364, 0.395, -0.354, 0.204, 0.212, -0.042, 0.159, -0.385, 0.217, -0.481, 0.207, 0.976, -0.191, -0.598, -0.153, -0.495, 0.200, 0.173, 0.241, -0.454, 0.173, 0.217, 0.191, -0.470, 0.181, 0.222, 0.200, -0.426, 0.260, 0.215, 0.206, -0.787, 0.573, -1.014, 2.312, -0.992, -0.986, -0.317, -0.198, -0.357, -0.256, -0.198, -0.261, 0.202, 0.180, 0.183, 0.205], "s_squared": 0.773, "gap_ev": [2.1, 2.1], "total_energy_ev": -86177.307, "total_charge": -2, "spin_multiplicity": 2, "lumo_ev": [4.4, 4.4]}